No. 1
6 unconnected molecules or ions with the total composition C12H24Br12 at a distorted geometry. Source: OMol25; level of theory: ωB97M-V/def2-TZVPD.

Structure (XYZ):
```
48
Properties=species:S:1:pos:R:3:forces:R:3
Br 4.289 4.144 -2.912 -0.798 0.628 1.642
C 3.131 4.917 -1.365 -0.506 -0.428 -1.296
C 1.933 5.636 -2.015 0.508 -0.080 -0.023
Br 0.867 4.382 -3.122 0.328 0.598 0.335
H 3.786 5.544 -0.760 -0.086 0.130 -0.373
H 2.731 4.104 -0.760 0.579 -0.133 -0.378
H 2.274 6.479 -2.615 -0.157 -0.314 -0.330
H 1.207 6.036 -1.306 0.244 -0.263 0.283
Br -2.669 -2.616 -4.000 0.941 1.016 0.344
C -1.261 -1.307 -3.369 0.121 -0.573 1.025
C -0.450 -0.729 -4.492 -0.592 -0.322 -0.317
Br 0.942 0.458 -3.721 -0.714 -0.528 -0.555
H -0.630 -1.858 -2.672 -0.028 -0.324 -0.276
H -1.711 -0.539 -2.739 -0.542 -0.036 -0.430
H -1.148 -0.208 -5.147 0.500 0.575 0.001
H 0.005 -1.517 -5.092 0.366 0.187 0.246
Br -3.163 0.569 -0.182 -0.088 0.031 -0.465
C -1.583 1.464 0.526 0.700 -0.004 -1.059
C -0.493 1.587 -0.583 -0.639 0.114 1.024
Br 1.167 2.370 0.178 -0.477 -0.643 -0.265
H -1.263 0.776 1.309 0.051 0.581 0.100
H -1.950 2.441 0.840 0.319 -0.269 0.362
H -0.744 2.304 -1.364 -0.158 -0.345 0.014
H -0.264 0.591 -0.960 0.224 0.346 -0.115
Br -0.070 2.180 3.412 -0.187 0.143 0.640
C 1.693 1.726 4.075 0.732 -0.034 -0.590
C 1.863 0.227 3.890 -0.015 -0.193 0.240
Br 3.657 -0.419 4.539 -1.140 0.470 -0.454
H 1.844 2.201 5.045 -0.222 -0.590 0.074
H 2.395 2.189 3.381 -0.090 0.211 0.066
H 1.761 0.031 2.823 0.546 -0.128 0.012
H 1.087 -0.389 4.345 0.299 0.181 0.448
Br 0.393 -1.913 0.296 0.057 -0.553 -0.223
C 0.101 -3.772 -0.238 0.862 -1.096 -1.108
C 1.355 -4.489 -0.875 -0.113 1.531 0.583
Br 1.936 -3.600 -2.634 -0.646 -0.977 1.529
H -0.711 -3.830 -0.962 -0.049 0.423 0.117
H -0.213 -4.328 0.645 0.184 0.152 0.076
H 1.205 -5.566 -0.954 -0.400 0.205 -0.740
H 2.210 -4.405 -0.205 0.067 0.388 -0.232
Br -4.257 -4.051 0.911 0.302 0.225 0.034
C -3.541 -3.272 2.540 1.004 0.629 0.501
C -2.868 -1.877 2.352 -1.287 -0.935 0.347
Br -1.754 -1.567 3.979 -0.536 0.033 -0.935
H -2.757 -3.897 2.968 -0.361 -0.514 -0.339
H -4.384 -3.243 3.231 0.222 0.189 -0.049
H -3.679 -1.151 2.318 0.502 0.338 0.116
H -2.268 -1.815 1.443 0.177 -0.039 0.392
```
Forces are in eV/Å.

Results
Max |F| (eV/A): 1.9
Net charge: 0
Multiplicity: 1
Total energy (eV): -853343.1225
ΔE to the lowest compared entry with this formula, charge and spin (kJ/mol): 119.10
SMILES string: BrCCBr.BrCCBr.BrCCBr.BrCCBr.BrCCBr.BrCCBr

These are the Löwdin partial charges, in e, on atoms 1 to 8: 0.482 -0.574 -0.651 0.552 0.058 -0.069 0.053 0.052


No. 2
A molecular structure, C12H24CaF18O12P3 at a distorted geometry. Source: OMol25; level of theory: ωB97M-V/def2-TZVPD.

Structure (XYZ):
```
70
Properties=species:S:1:pos:R:3:forces:R:3
Ca -3.410 11.567 6.528 0.691 0.563 0.033
P -1.726 15.370 6.700 0.472 0.505 0.018
F -2.461 13.929 6.262 -1.137 0.465 -1.154
F -2.704 16.287 5.739 0.220 -1.303 0.704
F -2.711 15.453 7.965 -0.737 0.303 -0.198
F -0.980 16.719 7.188 -0.135 -0.127 0.267
F -0.787 14.399 7.498 1.339 -0.074 1.996
F -0.645 15.238 5.533 -0.251 0.127 -1.554
P -5.958 12.149 3.670 -1.756 0.851 -1.026
F -6.752 12.329 2.222 -0.011 -1.124 1.173
F -7.300 12.223 4.567 -0.291 0.372 -0.443
F -6.205 10.507 3.667 0.959 0.916 -0.075
F -5.146 12.143 5.140 0.135 -0.638 -0.567
F -4.593 12.058 2.903 0.928 -1.086 -0.168
F -5.821 13.744 3.632 -0.078 0.521 0.924
P -0.968 10.587 8.486 1.107 -0.385 0.298
F -1.662 9.785 7.226 -0.598 -1.031 -0.249
F -2.442 11.117 8.861 -1.504 -0.295 1.393
F -1.217 9.261 9.436 0.633 1.301 -0.431
F -0.293 11.523 9.653 -0.519 -1.622 -1.024
F 0.470 10.002 7.953 -1.023 0.941 0.844
F -1.032 11.834 7.485 1.695 0.881 -0.951
C -0.171 9.591 4.092 -0.392 -0.173 0.577
O -0.212 10.828 3.392 -0.105 0.209 -0.340
C -1.135 11.774 3.641 1.594 0.238 -0.919
O -2.006 11.744 4.449 -1.103 -0.444 1.249
O -0.842 12.778 2.821 -0.087 -0.122 -0.573
C -1.554 14.017 2.914 -0.833 0.511 1.221
H -0.260 9.718 5.171 0.097 0.203 0.004
H 0.786 9.128 3.853 -0.076 0.213 -0.025
H -0.977 8.921 3.790 -0.051 0.124 -0.202
H -2.288 13.967 3.718 0.178 -0.072 0.151
H -2.151 14.293 2.044 0.525 -0.562 -0.480
H -0.848 14.804 3.180 0.001 -0.201 -0.204
C -7.858 10.385 7.151 -0.680 0.023 -0.874
O -7.197 9.518 8.039 1.147 -0.229 0.915
C -5.889 9.646 8.278 0.148 1.067 0.189
O -5.158 10.563 7.894 -1.417 -2.083 0.744
O -5.574 8.643 9.112 -0.794 0.599 -1.502
C -4.282 8.666 9.647 0.767 -0.378 1.571
H -8.912 10.261 7.401 0.022 -0.049 -0.195
H -7.656 9.992 6.155 -0.184 0.549 -0.224
H -7.641 11.451 7.219 0.588 -0.206 0.149
H -4.225 7.778 10.278 0.111 -0.320 -0.390
H -4.250 9.452 10.402 0.515 0.511 -0.467
H -3.468 8.673 8.923 -0.271 0.292 0.054
C -6.462 14.900 6.581 0.003 -0.321 -0.933
O -6.335 14.737 7.980 1.683 -0.903 1.637
C -5.406 13.856 8.440 0.219 -0.976 -1.408
O -4.695 13.106 7.740 -1.679 2.383 1.960
O -5.472 13.848 9.779 -0.111 0.420 -1.022
C -4.439 13.210 10.518 0.966 -0.096 0.154
H -5.522 14.776 6.044 0.011 -0.177 0.200
H -6.814 15.913 6.382 -0.138 -0.138 0.276
H -7.185 14.151 6.255 0.062 0.182 -0.416
H -4.346 12.145 10.304 -0.371 -0.002 0.045
H -4.634 13.429 11.568 -0.314 -0.285 -0.146
H -3.457 13.635 10.313 -0.074 0.207 -0.380
C -5.618 6.939 5.254 -1.160 -0.249 1.214
O -4.748 7.616 4.394 1.176 1.283 -0.510
C -4.099 8.749 4.691 0.481 2.199 -0.471
O -4.036 9.384 5.747 -0.622 -2.231 -1.372
O -3.459 9.306 3.621 -1.276 -1.415 0.673
C -3.591 8.751 2.277 0.588 -0.056 0.732
H -6.367 7.542 5.767 0.182 0.759 -0.264
H -5.116 6.431 6.078 0.347 -0.294 -0.379
H -6.207 6.279 4.617 0.422 -0.267 0.118
H -2.977 7.851 2.246 0.054 -0.007 -0.207
H -3.156 9.535 1.657 -0.230 -0.194 -0.075
H -4.603 8.482 1.973 -0.059 0.417 0.336
```
Forces are in eV/Å.

Results
Max |F| (eV/A): 3.5
Net charge: -1
Multiplicity: 1
Total energy (eV): -132649.4694
ΔE to the lowest compared entry with this formula, charge and spin (kJ/mol): 117.23

These are the Löwdin partial charges, in e, on atoms 1 to 8: 1.529 0.156 -0.244 -0.169 -0.141 -0.159 -0.141 -0.147


Going through the records in order, we get HOMO-LUMO gap values of 9.940; 10.816 eV.
Going through the records in order, we get E_LUMO values of 0.18; 2.04 eV.